[1]
{
  "formula": "C43H39BiO3P2S",
  "method": "ωB97M-V with the def2-TZVPD basis set",
  "species": ["C", "C", "C", "C", "C", "C", "P", "C", "C", "C", "C", "C", "C", "Bi", "P", "C", "C", "C", "C", "C", "C", "C", "C", "C", "C", "C", "C", "C", "C", "C", "C", "C", "C", "C", "C", "C", "C", "C", "C", "H", "H", "H", "H", "H", "H", "H", "H", "H", "H", "H", "H", "H", "H", "H", "H", "H", "H", "H", "H", "H", "H", "H", "H", "H", "H", "H", "H", "H", "H", "H", "H", "C", "C", "C", "C", "C", "C", "C", "S", "O", "O", "O", "H", "H", "H", "H", "H", "H", "H"],
  "xyz": [[0.7437, -0.9485, -4.0483], [-0.2933, -1.3713, -3.2078], [-1.5879, -1.5172, -3.7176], [-1.8295, -1.2779, -5.0587], [-0.7944, -0.8829, -5.9055], [0.4912, -0.7134, -5.3899], [0.0293, -1.7665, -1.4997], [-1.2725, -2.8871, -0.9782], [-2.3551, -2.4849, -0.1891], [-3.3661, -3.3973, 0.1004], [-3.2954, -4.7027, -0.3858], [-2.2030, -5.0973, -1.1648], [-1.1921, -4.1937, -1.4632], [-0.0811, 0.0112, 0.1815], [0.0244, 1.7150, -1.6219], [-1.3375, 1.7128, -2.7493], [-1.1560, 2.0893, -4.0808], [-2.2563, 2.1774, -4.9217], [-3.5376, 1.8882, -4.4507], [-3.7125, 1.4897, -3.1244], [-2.6202, 1.3896, -2.2760], [-0.2422, 3.0593, -0.4386], [0.6136, 3.1682, 0.6696], [0.4421, 4.2132, 1.5732], [-0.5658, 5.1568, 1.3695], [-1.4097, 5.0476, 0.2610], [-1.2569, 4.0019, -0.6417], [1.5898, 1.9922, -2.3682], [2.6661, 1.1062, -2.2149], [3.8917, 1.4090, -2.7951], [4.0574, 2.5979, -3.5085], [2.9909, 3.4928, -3.6257], [1.7611, 3.2001, -3.0499], [1.6013, -2.5832, -1.3924], [2.0114, -3.3647, -2.4774], [3.1976, -4.0841, -2.4012], [3.9791, -4.0345, -1.2431], [3.5622, -3.2601, -0.1600], [2.3781, -2.5329, -0.2286], [1.4013, 2.4288, 0.8252], [1.1038, 4.2900, 2.4360], [-0.6944, 5.9765, 2.0747], [-2.1947, 5.7846, 0.1002], [-1.9196, 3.9110, -1.5016], [-0.1586, 2.2979, -4.4585], [-2.1131, 2.4640, -5.9652], [-4.3960, 1.9615, -5.1182], [-4.7084, 1.2485, -2.7515], [-2.7377, 1.0560, -1.2456], [2.5252, 0.1967, -1.6308], [4.7272, 0.7172, -2.6807], [5.0204, 2.8338, -3.9595], [3.1253, 4.4321, -4.1630], [0.9394, 3.9126, -3.1152], [1.4101, -3.4029, -3.3848], [3.5160, -4.6882, -3.2505], [4.9095, -4.5987, -1.1893], [4.1639, -3.2217, 0.7487], [2.0467, -1.9301, 0.6158], [-2.3811, -1.4695, 0.2073], [-4.2086, -3.0880, 0.7192], [-4.0834, -5.4176, -0.1521], [-2.1372, -6.1193, -1.5360], [-0.3385, -4.5021, -2.0630], [-2.3948, -1.8324, -3.0599], [-2.8402, -1.3936, -5.4508], [-0.9896, -0.6958, -6.9614], [1.3067, -0.3980, -6.0434], [1.7489, -0.8216, -3.6546], [-0.0593, 0.1315, -9.0325], [0.6924, 0.1294, -8.9812], [-0.0837, 1.1505, 8.7040], [0.0447, 0.6473, 7.2931], [0.1495, -0.7293, 7.0552], [0.2653, -1.2166, 5.7484], [0.2846, -0.3308, 4.6721], [0.1750, 1.0410, 4.8948], [0.0590, 1.5247, 6.2035], [0.3902, -1.0685, 2.9595], [1.1509, -2.2949, 3.0218], [-0.9729, -1.3066, 2.4962], [1.2341, -0.0575, 1.8548], [-0.9836, 0.7253, 9.1685], [0.7930, 0.8420, 9.2894], [-0.1578, 2.2421, 8.7319], [0.1385, -1.4321, 7.8917], [0.3407, -2.2922, 5.5878], [0.1804, 1.7357, 4.0589], [-0.0238, 2.6011, 6.3691]],
  "lowdin_charge": [-0.101, -0.365, -0.068, -0.049, -0.047, -0.049, 0.873, -0.376, -0.117, -0.043, -0.033, -0.038, -0.061, 1.568, 0.866, -0.380, -0.069, -0.047, -0.036, -0.048, -0.101, -0.402, -0.125, -0.051, -0.037, -0.042, -0.062, -0.381, -0.103, -0.046, -0.031, -0.038, -0.080, -0.384, -0.095, -0.040, -0.033, -0.036, -0.081, 0.090, 0.121, 0.122, 0.122, 0.111, 0.107, 0.127, 0.125, 0.124, 0.102, 0.079, 0.123, 0.124, 0.124, 0.122, 0.113, 0.122, 0.123, 0.126, 0.056, 0.046, 0.123, 0.123, 0.122, 0.109, 0.117, 0.126, 0.088, 0.118, 0.098, 0.020, 0.029, -0.036, -0.254, -0.009, -0.045, -0.241, -0.058, -0.020, 0.622, -0.287, -0.401, -0.616, 0.096, 0.096, 0.082, 0.132, 0.124, 0.103, 0.121],
  "multiplicity": 1,
  "homo_lumo_gap_ev": 6.166,
  "total_charge": 2,
  "e_tot_ev": -86602.89684,
  "max_force_ev_per_a": 4.213
}

[2]
{
  "formula": "C43H39CrIN2PS",
  "method": "ωB97M-V with the def2-TZVPD basis set",
  "species": ["Cr", "S", "C", "C", "C", "C", "C", "C", "C", "C", "C", "N", "H", "H", "H", "H", "H", "H", "I", "C", "C", "C", "C", "C", "C", "C", "C", "C", "P", "C", "C", "C", "C", "C", "C", "C", "C", "C", "C", "C", "C", "C", "H", "H", "H", "H", "H", "H", "H", "H", "H", "H", "H", "H", "H", "H", "H", "H", "C", "C", "C", "C", "C", "C", "C", "C", "C", "C", "C", "C", "N", "H", "H", "H", "H", "H", "H", "H", "H", "H", "H", "H", "H", "H", "H", "H", "H", "H"],
  "xyz": [[-0.8365, 0.4521, -0.7520], [-4.8220, -1.0780, 0.5818], [-3.7680, -2.4425, 0.5736], [-2.4919, -2.1281, 0.2238], [-2.2959, -0.7551, -0.0698], [-3.4879, -0.0623, 0.0786], [-3.5860, 1.3225, -0.2162], [-4.7592, 2.0842, -0.1735], [-4.7344, 3.4093, -0.5448], [-3.5263, 3.9469, -0.9986], [-2.4081, 3.1489, -1.0185], [-2.3896, 1.8720, -0.6025], [-4.1528, -3.4036, 0.8550], [-1.7153, -2.8767, 0.1939], [-5.6766, 1.6094, 0.1370], [-5.6219, 4.0219, -0.5071], [-3.4564, 4.9675, -1.3332], [-1.4756, 3.5470, -1.4021], [0.4795, 3.2430, 0.7398], [2.3965, 2.6944, 1.4777], [3.4132, 3.5863, 1.2096], [4.6527, 3.4414, 1.8238], [4.8288, 2.4509, 2.7556], [3.8013, 1.5318, 3.0465], [3.9821, 0.5849, 4.0719], [2.9736, -0.2854, 4.4024], [1.8121, -0.3004, 3.6468], [1.5965, 0.5739, 2.5866], [0.1272, 0.0831, 1.5586], [-1.0754, 0.2017, 2.9266], [-2.0703, -0.7537, 3.1060], [-2.9243, -0.6768, 4.1904], [-2.8166, 0.3694, 5.0907], [-1.8611, 1.3520, 4.8872], [-0.9959, 1.2752, 3.8126], [0.5682, -1.7079, 1.4355], [0.2567, -2.7409, 2.3170], [0.7253, -4.0244, 2.0852], [1.5375, -4.2982, 0.9972], [1.8508, -3.2796, 0.1118], [1.3535, -2.0070, 0.3220], [2.5585, 1.5852, 2.3318], [3.2407, 4.4104, 0.5345], [5.4455, 4.1374, 1.5946], [5.7602, 2.3595, 3.2941], [4.9142, 0.5817, 4.6152], [3.0824, -0.9696, 5.2301], [1.0391, -1.0065, 3.9042], [-2.1680, -1.5655, 2.4012], [-3.6651, -1.4498, 4.3324], [-3.4672, 0.4088, 5.9535], [-1.7775, 2.1726, 5.5837], [-0.2402, 2.0391, 3.6791], [-0.3572, -2.5694, 3.1901], [0.4614, -4.8181, 2.7710], [1.9203, -5.2968, 0.8392], [2.4860, -3.4716, -0.7401], [1.5814, -1.2268, -0.3954], [-1.0154, -3.1163, -2.5349], [-1.3029, -2.2584, -3.7666], [-2.5286, -1.3607, -3.5933], [-0.0365, -1.5090, -4.1068], [0.6792, -1.9466, -5.2059], [1.8861, -1.3804, -5.5688], [2.3640, -0.3082, -4.8401], [1.6875, 0.1799, -3.7378], [2.2383, 1.4143, -3.0579], [1.2167, 2.5521, -3.1169], [2.6806, 1.1598, -1.6180], [0.4852, -0.4540, -3.3038], [-0.1037, -0.0565, -2.1743], [-1.9006, -3.6583, -2.2134], [-0.6734, -2.4754, -1.7269], [-0.2325, -3.8384, -2.7597], [-1.5190, -2.9370, -4.6009], [-2.3127, -0.5068, -2.9490], [-3.3380, -1.9312, -3.1438], [-2.8551, -0.9920, -4.5638], [0.2804, -2.7616, -5.7933], [2.4328, -1.7575, -6.4193], [3.2852, 0.1663, -5.1489], [3.1266, 1.7275, -3.6200], [0.3063, 2.2579, -2.5840], [0.9527, 2.7731, -4.1493], [1.6209, 3.4549, -2.6623], [1.8136, 0.8818, -1.0078], [3.1316, 2.0599, -1.2015], [3.4085, 0.3513, -1.5774]],
  "lowdin_charge": [0.419, 1.014, -0.403, -0.243, -0.282, -0.516, -0.266, -0.015, -0.048, -0.060, -0.189, -0.002, 0.063, 0.095, 0.101, 0.110, 0.103, 0.064, 1.138, -0.565, -0.166, -0.072, -0.025, -0.158, -0.018, -0.048, -0.077, -0.281, 1.008, -0.345, -0.104, -0.066, -0.082, -0.078, -0.101, -0.342, -0.104, -0.076, -0.079, -0.067, -0.098, -0.201, 0.091, 0.108, 0.114, 0.114, 0.110, 0.099, 0.072, 0.107, 0.102, 0.103, 0.085, 0.098, 0.104, 0.103, 0.110, 0.076, -0.062, -0.362, -0.055, -0.141, -0.053, -0.093, -0.056, -0.144, -0.363, -0.074, -0.079, -0.257, -0.101, 0.076, 0.040, 0.083, 0.125, 0.045, 0.077, 0.077, 0.107, 0.095, 0.105, 0.128, 0.032, 0.085, 0.068, 0.010, 0.063, 0.088],
  "multiplicity": 2,
  "homo_lumo_gap_ev": [6.675, 6.647],
  "e_tot_ev": -104848.72295,
  "relative_energy_kcal_mol": 18.3,
  "max_force_ev_per_a": 2.432,
  "s_squared": 0.8073
}

[3]
{
  "formula": "C43H40N3O8ReS",
  "method": "ωB97M-V with the def2-TZVPD basis set",
  "species": ["Re", "C", "C", "C", "C", "C", "C", "C", "S", "O", "O", "N", "C", "C", "C", "C", "C", "N", "H", "H", "H", "H", "H", "H", "H", "H", "H", "H", "H", "C", "O", "C", "C", "C", "C", "C", "C", "O", "C", "O", "C", "H", "H", "H", "H", "H", "H", "H", "H", "H", "O", "C", "C", "O", "O", "C", "C", "C", "C", "C", "C", "C", "C", "C", "C", "C", "C", "H", "H", "H", "H", "H", "H", "H", "H", "H", "H", "H", "C", "C", "C", "C", "C", "C", "C", "C", "N", "H", "H", "H", "H", "H", "H", "H", "H", "H"],
  "xyz": [[-0.5683, -0.4856, -0.3325], [4.7302, -2.4213, 4.6370], [3.4063, -1.8337, 4.2254], [2.8353, -2.1572, 2.9973], [1.6164, -1.6264, 2.6089], [0.9552, -0.7507, 3.4610], [1.5066, -0.4104, 4.6880], [2.7280, -0.9527, 5.0616], [-0.6489, -0.1210, 3.0242], [-1.5132, -1.2500, 2.8399], [-0.9783, 0.8542, 4.0347], [-0.4998, 0.5938, 1.5748], [0.0530, 1.8856, 1.5670], [0.9150, 2.3929, 2.5549], [1.4403, 3.6543, 2.4113], [1.1234, 4.4274, 1.2968], [0.2619, 3.8701, 0.3833], [-0.2619, 2.6528, 0.5217], [4.9133, -3.3670, 4.1277], [4.7639, -2.5995, 5.7124], [5.5540, -1.7478, 4.3886], [3.3456, -2.8441, 2.3314], [1.1880, -1.8807, 1.6446], [0.9710, 0.2665, 5.3397], [3.1589, -0.6889, 6.0214], [1.1776, 1.7986, 3.4140], [2.1092, 4.0387, 3.1717], [1.5299, 5.4171, 1.1473], [-0.0455, 4.4153, -0.5029], [6.3327, 1.2645, -3.4351], [5.3777, 1.4144, -2.4054], [4.0990, 1.0107, -2.6587], [3.6519, 0.6576, -3.9486], [2.3430, 0.2772, -4.0946], [1.4333, 0.1863, -3.0201], [0.0875, -0.2837, -3.2734], [-0.5399, -0.1733, -4.6406], [-0.6760, -0.7623, -2.3986], [1.9053, 0.5449, -1.7106], [1.1883, 0.5544, -0.6335], [3.2469, 0.9738, -1.5868], [7.2961, 1.5025, -2.9914], [6.1404, 1.9516, -4.2636], [6.3519, 0.2395, -3.8129], [4.3065, 0.6766, -4.8058], [2.0154, 0.0032, -5.0863], [0.1508, -0.2988, -5.4677], [-0.9736, 0.8277, -4.7227], [-1.3449, -0.9010, -4.7148], [3.6010, 1.2469, -0.6019], [-1.9756, 1.1656, -1.0101], [-3.3539, 0.9972, -0.6377], [-3.5758, -0.5218, -0.3896], [-4.7071, -0.9619, -0.3669], [-2.4985, -1.1978, -0.1890], [-4.2315, 1.4598, -1.7933], [-3.6812, 1.7184, -3.0404], [-4.4875, 2.1119, -4.1035], [-5.8550, 2.2429, -3.9276], [-6.4114, 1.9785, -2.6806], [-5.6071, 1.5917, -1.6222], [-3.6566, 1.7928, 0.6279], [-3.6884, 3.1838, 0.5464], [-3.9369, 3.9537, 1.6688], [-4.1680, 3.3355, 2.8929], [-4.1381, 1.9540, 2.9805], [-3.8850, 1.1830, 1.8520], [-1.5036, 1.9055, -0.4704], [-2.6151, 1.6074, -3.1735], [-4.0414, 2.3109, -5.0707], [-6.4859, 2.5489, -4.7531], [-7.4808, 2.0676, -2.5345], [-6.0427, 1.3803, -0.6548], [-3.5152, 3.6642, -0.4108], [-3.9514, 5.0340, 1.5908], [-4.3644, 3.9324, 3.7748], [-4.2860, 1.4641, 3.9333], [-3.8374, 0.1049, 1.9430], [-1.6183, -3.9746, 0.9334], [-0.2120, -4.3137, 0.5390], [0.2571, -5.6152, 0.6533], [1.5326, -5.9873, 0.2460], [2.3650, -5.0178, -0.3023], [1.9520, -3.7016, -0.4239], [2.8569, -2.6601, -1.0147], [0.6535, -3.3252, 0.0110], [0.3194, -2.0153, -0.0593], [-2.0895, -4.8306, 1.4196], [-2.2150, -3.6923, 0.0638], [-1.6599, -3.1212, 1.6074], [-0.4130, -6.3611, 1.0695], [1.8668, -7.0123, 0.3464], [3.3622, -5.2835, -0.6398], [3.8115, -3.0984, -1.3116], [3.0471, -1.8486, -0.3051], [2.4047, -2.1916, -1.8927]],
  "lowdin_charge": [1.568, -0.059, -0.276, -0.019, -0.023, -0.268, -0.071, -0.048, 0.590, -0.300, -0.312, -0.212, -0.358, -0.007, -0.066, -0.087, -0.133, 0.077, 0.073, 0.072, 0.079, 0.112, 0.063, 0.108, 0.107, 0.084, 0.104, 0.091, 0.109, -0.096, -0.079, -0.275, -0.035, -0.034, -0.100, -0.332, 0.005, -0.097, -0.327, -0.195, 0.064, 0.088, 0.089, 0.093, 0.094, 0.098, 0.062, 0.089, 0.094, 0.134, -0.145, -0.299, -0.571, 0.079, -0.146, -0.138, -0.015, -0.089, -0.107, -0.080, -0.019, -0.148, -0.036, -0.083, -0.090, -0.064, -0.004, 0.088, 0.095, 0.094, 0.092, 0.098, 0.125, 0.124, 0.096, 0.096, 0.108, 0.120, -0.042, -0.204, -0.075, -0.118, -0.086, -0.231, -0.042, -0.287, -0.131, 0.073, 0.079, 0.046, 0.099, 0.083, 0.096, 0.074, 0.075, 0.073],
  "multiplicity": 2,
  "homo_lumo_gap_ev": [5.149, 6.206],
  "total_charge": -1,
  "e_tot_ev": -79059.51105,
  "relative_energy_kcal_mol": 16.7,
  "max_force_ev_per_a": 1.769,
  "s_squared": 0.7707
}